Density functional theory data (ωB97M-V/def2-TZVPD) for C37H28ClCoN7O as an isolated structure.

The geometry in XYZ format:
```
75
C37H28ClCoN7O, DFT ωB97M-V/def2-TZVPD
Co -0.86 0.14 0.23
Cl -5.57 -4.29 3.49
C -4.75 -3.08 2.54
C -5.22 -2.79 1.25
C -4.60 -1.84 0.49
C -3.45 -1.12 0.95
O -2.92 -0.23 0.19
C -3.00 -1.43 2.28
C -1.91 -0.76 2.91
N -1.07 0.02 2.32
C -0.12 0.76 3.05
C -0.30 1.24 4.35
C 0.66 2.07 4.91
C 1.78 2.45 4.19
C 1.97 1.99 2.90
C 3.07 2.46 2.04
C 3.15 2.14 0.75
C 2.18 1.20 0.11
N 1.18 0.59 1.04
C 1.04 1.12 2.36
C -3.68 -2.41 3.05
H -6.07 -3.33 0.86
H -4.95 -1.60 -0.50
H -1.80 -0.95 3.99
H -1.21 1.01 4.89
H 0.51 2.44 5.92
H 2.51 3.13 4.63
H 3.80 3.13 2.48
H 3.93 2.54 0.13
H 1.72 1.62 -0.80
H -3.33 -2.62 4.05
C -0.17 -4.25 0.10
C -0.38 -2.94 0.56
N -0.41 -1.90 -0.25
C -0.22 -2.08 -1.59
C -0.03 -3.37 -2.13
C -0.01 -4.46 -1.24
C 0.11 -3.53 -3.53
C 0.03 -2.42 -4.33
C -0.13 -1.13 -3.80
C -0.22 -0.90 -2.43
N -0.36 0.28 -1.75
C -0.21 1.53 -2.26
C 0.38 1.93 -3.46
C 0.46 3.29 -3.82
C -0.01 4.29 -3.02
C -0.55 3.95 -1.76
C -1.01 4.92 -0.84
C -1.48 4.53 0.39
C -1.47 3.16 0.71
N -1.06 2.24 -0.13
C -0.63 2.60 -1.37
H -0.16 -5.07 0.81
H -0.51 -2.73 1.61
H 0.14 -5.45 -1.63
H 0.25 -4.52 -3.95
H 0.10 -2.52 -5.40
H -0.22 -0.31 -4.49
H 0.80 1.21 -4.13
H 0.91 3.53 -4.77
H 0.04 5.33 -3.32
H -0.98 5.96 -1.12
H -1.84 5.25 1.11
H -1.81 2.82 1.68
C 3.60 -2.29 -0.62
N 3.59 -0.84 -0.74
C 3.79 -0.31 -2.08
C 2.67 -0.21 0.03
N 1.93 -0.69 0.97
H 4.49 -2.68 -1.12
H 2.71 -2.74 -1.08
H 3.63 -2.57 0.43
H 4.78 -0.61 -2.44
H 3.75 0.78 -2.06
H 3.03 -0.68 -2.78
```

## Properties
Charge: 0
Energy relative to the best compared isomer or geometry (same formula, charge and spin) (kJ/mol): 0.00
M (Da): 681.1
Multiplicity: 4
Electronic energy (hartree): -3728.3114
Frontier orbital gap (alpha / beta) (eV): 6.7 / 6.7

---

Density functional theory data (ωB97M-V/def2-TZVPD) for C33H38BBrGeIrN4O9S as an isolated structure.

The geometry in XYZ format:
```
89
C33H38BBrGeIrN4O9S, DFT ωB97M-V/def2-TZVPD
Ir -0.35 -0.36 -0.81
O 2.43 2.55 -6.34
C 1.94 3.18 -5.39
O 1.85 4.41 -5.21
C 1.30 2.30 -4.28
C 0.67 2.88 -3.19
C 0.13 2.07 -2.19
N 0.26 0.74 -2.31
C 0.82 0.15 -3.37
C 1.35 0.92 -4.38
C 0.79 -1.32 -3.29
C 1.30 -2.12 -4.31
C 1.21 -3.50 -4.18
C 0.62 -4.03 -3.05
C 0.14 -3.18 -2.08
N 0.23 -1.85 -2.18
C -0.60 2.51 -0.97
C -1.01 3.82 -0.91
C -1.80 4.51 0.07
C -2.64 3.93 0.94
C -2.81 2.44 0.93
N -0.71 1.52 -0.01
H 0.64 3.95 -3.14
H 1.83 0.49 -5.26
H 1.74 -1.66 -5.18
H 1.60 -4.14 -4.97
H 0.51 -5.10 -2.92
H -0.36 -3.55 -1.20
H -0.68 4.44 -1.74
H -1.74 5.59 0.05
H -3.17 4.52 1.68
H -3.53 2.13 1.70
Br -5.37 -0.26 2.80
C -5.14 -1.33 1.25
C -5.91 -2.47 1.10
N -5.79 -3.27 0.03
C -4.91 -2.92 -0.90
C -4.11 -1.79 -0.84
C -4.22 -0.97 0.28
C -3.11 -1.45 -1.95
O -3.07 -2.21 -2.92
O -2.43 -0.40 -1.74
H -6.63 -2.75 1.85
H -4.81 -3.57 -1.76
H -3.58 -0.11 0.38
C 1.01 2.70 2.74
Ge -0.65 1.66 2.86
C -1.87 2.62 4.09
C -0.28 -0.05 3.75
C -1.48 1.74 1.11
H 1.65 2.57 3.62
H 0.77 3.75 2.62
H 1.56 2.36 1.85
H -1.41 2.68 5.08
H -2.82 2.09 4.18
H -2.06 3.63 3.73
H 0.43 0.14 4.56
H 0.15 -0.78 3.06
H -1.19 -0.46 4.19
H -3.21 2.14 -0.05
C -2.25 -2.85 2.66
S -1.09 -2.81 1.30
O -1.63 -3.70 0.28
O 0.20 -3.21 1.82
O -1.13 -1.38 0.90
H -1.87 -3.54 3.41
H -3.21 -3.18 2.27
H -2.35 -1.85 3.07
C 3.88 0.45 2.44
C 3.25 -0.49 1.42
C 3.29 -1.92 1.95
O 1.87 -0.13 1.26
B 1.50 -0.36 -0.06
O 2.64 -0.60 -0.83
C 3.80 -0.35 -0.03
C 4.87 -1.36 -0.41
C 4.27 1.07 -0.36
H 3.37 0.33 3.39
H 3.78 1.50 2.14
H 4.94 0.22 2.57
H 2.77 -1.95 2.90
H 4.31 -2.27 2.09
H 2.76 -2.59 1.28
H 4.50 -2.37 -0.30
H 5.76 -1.24 0.22
H 5.16 -1.20 -1.45
H 3.49 1.79 -0.13
H 4.48 1.12 -1.43
H 5.18 1.33 0.19
```

## Properties
Charge: -2
Energy relative to the best compared isomer or geometry (same formula, charge and spin) (kJ/mol): 0.00
M (Da): 1022.3
Multiplicity: 2
Electronic energy (hartree): -7355.0874
Frontier orbital gap (alpha / beta) (eV): 5.1 / 6.3

---

Density functional theory data (ωB97M-V/def2-TZVPD) for a 13-piece molecular cluster, C32H94N4O13 overall at a distorted geometry.

The geometry in XYZ format:
```
143
C32H94N4O13, DFT ωB97M-V/def2-TZVPD
C 4.07 -0.88 21.30
C 4.20 0.57 21.97
O 2.95 0.83 22.62
H 5.00 -1.32 20.95
H 3.30 -0.99 20.53
H 3.73 -1.68 21.95
H 4.31 1.36 21.21
H 5.00 0.48 22.70
H 2.49 1.18 21.86
C 2.79 -6.65 5.53
C 3.84 -5.78 6.36
O 4.16 -4.86 5.32
H 3.14 -7.12 4.62
H 1.96 -6.06 5.14
H 2.39 -7.50 6.10
H 4.79 -6.29 6.53
H 3.41 -5.35 7.26
H 3.33 -4.44 5.10
C -0.22 0.11 9.71
C -0.63 0.06 8.29
O 0.55 0.00 7.54
H -1.17 0.05 10.24
H 0.25 1.06 9.97
H 0.32 -0.77 10.06
H -1.26 0.91 8.04
H -1.30 -0.80 8.15
H 0.26 0.08 6.62
C 6.70 1.76 6.21
C 5.59 2.70 5.61
O 4.72 3.09 6.62
H 7.22 2.10 7.11
H 7.56 1.70 5.55
H 6.29 0.76 6.33
H 5.01 2.23 4.82
H 6.04 3.63 5.25
H 4.20 2.28 6.59
C 1.78 5.06 17.45
C 0.66 4.09 17.27
O 0.42 3.30 18.43
H 1.59 5.71 18.31
H 1.73 5.70 16.57
H 2.71 4.51 17.33
H 0.93 3.36 16.50
H -0.21 4.66 16.96
H -0.38 2.84 18.18
C -1.16 -8.16 12.57
C 0.00 -7.25 12.94
O 1.12 -8.01 13.01
H -1.21 -8.75 13.48
H -0.98 -8.81 11.71
H -2.13 -7.69 12.37
H -0.21 -6.80 13.91
H 0.23 -6.43 12.27
H 1.90 -7.50 12.80
C 11.10 -5.00 21.37
C 10.83 -4.38 20.00
O 11.55 -3.18 20.01
H 10.61 -5.98 21.37
H 10.81 -4.19 22.04
H 12.15 -5.15 21.60
H 9.80 -4.10 19.78
H 11.03 -4.89 19.06
H 11.68 -2.73 19.17
C 8.37 -3.68 11.54
C 7.81 -3.94 12.92
C 6.72 -2.95 13.41
O 7.17 -1.66 13.16
C 6.33 -0.56 13.49
N 7.53 -5.36 13.17
H 8.90 -4.59 11.26
H 9.03 -2.81 11.57
H 7.55 -3.72 10.82
H 8.64 -3.66 13.57
H 6.48 -3.03 14.47
H 5.80 -3.24 12.91
H 5.94 -0.58 14.51
H 5.44 -0.53 12.86
H 6.84 0.39 13.31
H 7.61 -5.64 14.14
H 8.25 -5.92 12.73
C 18.17 -3.44 7.38
C 17.51 -2.62 8.43
C 15.96 -2.87 8.45
O 15.28 -2.90 7.19
C 15.38 -1.71 6.42
N 18.10 -2.90 9.71
H 19.23 -3.18 7.43
H 17.82 -3.08 6.41
H 18.03 -4.51 7.52
H 17.64 -1.57 8.14
H 15.35 -2.15 9.00
H 15.67 -3.87 8.77
H 14.88 -0.87 6.88
H 14.83 -1.83 5.48
H 16.33 -1.27 6.13
H 18.88 -2.30 9.93
H 17.38 -2.70 10.38
C 14.34 1.79 13.80
C 12.83 1.93 13.78
C 12.31 2.50 12.47
O 12.63 3.83 12.49
C 11.82 4.85 11.78
N 12.11 0.65 14.05
H 14.81 2.63 14.31
H 14.91 1.63 12.89
H 14.69 0.96 14.41
H 12.59 2.57 14.63
H 11.22 2.49 12.39
H 12.68 2.02 11.56
H 11.17 5.37 12.48
H 11.22 4.42 10.97
H 12.43 5.67 11.39
H 12.34 -0.05 13.36
H 11.14 0.90 13.87
C 8.22 -12.83 17.77
C 8.71 -11.76 18.73
C 9.33 -12.34 20.07
O 8.40 -12.98 20.88
C 9.01 -13.54 22.01
N 9.73 -11.02 17.98
H 7.76 -13.66 18.32
H 9.00 -13.40 17.26
H 7.56 -12.40 17.01
H 7.93 -11.01 18.86
H 9.90 -11.53 20.52
H 10.01 -13.13 19.74
H 9.21 -14.60 21.79
H 8.30 -13.57 22.83
H 9.98 -13.13 22.28
H 9.75 -11.34 17.02
H 10.62 -11.06 18.45
C 9.89 -11.92 10.16
O 10.20 -10.55 10.39
H 10.49 -12.26 9.31
H 10.25 -12.37 11.08
H 8.82 -12.08 10.06
H 10.70 -10.18 9.67
C 14.69 -8.93 6.74
O 13.46 -8.30 7.14
H 14.57 -9.97 7.03
H 14.72 -8.86 5.65
H 15.57 -8.40 7.12
H 13.52 -7.34 7.13
```

## Properties
Charge: 0
Energy relative to the best compared isomer or geometry (same formula, charge and spin) (kJ/mol): 719.12
M (Da): 743.1
Electronic energy (hartree): -2472.3230
Frontier orbital gap (eV): 9.2

---

Density functional theory data (ωB97M-V/def2-TZVPD) for C51H66As5CdN4O4STe as an isolated structure.

The geometry in XYZ format:
```
133
C51H66As5CdN4O4STe, DFT ωB97M-V/def2-TZVPD
Cd -0.05 -0.05 -0.26
C -3.90 1.14 2.93
As -2.38 1.84 1.92
C -3.38 3.35 1.14
C -1.62 2.78 3.49
C -0.26 3.47 3.36
C -0.28 4.44 2.17
C 0.89 2.47 3.21
As 1.36 1.62 1.49
C 2.94 0.78 2.30
C 2.31 3.07 0.58
C 0.00 4.31 4.63
As 0.23 3.62 6.49
C -0.56 1.82 6.55
C 2.10 3.01 6.37
H -4.33 1.94 3.54
H -3.58 0.33 3.58
H -4.66 0.76 2.25
H -3.93 3.87 1.92
H -4.08 2.95 0.41
H -2.73 4.06 0.63
H -1.57 2.01 4.26
H -2.37 3.51 3.81
H -0.45 3.90 1.24
H 0.66 4.99 2.10
H -1.09 5.17 2.29
H 0.75 1.63 3.90
H 1.83 2.96 3.49
H 3.68 1.55 2.51
H 3.38 0.03 1.65
H 2.64 0.31 3.23
H 2.69 3.78 1.32
H 1.67 3.59 -0.13
H 3.15 2.63 0.04
H -0.80 5.04 4.72
H 0.92 4.89 4.49
H -1.64 1.87 6.49
H -0.30 1.41 7.53
H -0.17 1.15 5.78
H 2.73 3.82 6.00
H 2.22 2.14 5.73
H 2.45 2.76 7.37
O -5.50 -2.44 -4.25
N -5.62 -1.26 -4.00
O -6.52 -0.56 -4.44
C -4.59 -0.60 -3.16
C -4.55 0.76 -3.28
C -3.53 1.48 -2.62
C -3.43 2.88 -2.68
C -2.39 3.51 -2.05
C -1.45 2.74 -1.36
N -1.55 1.43 -1.25
C -2.57 0.78 -1.86
C -2.68 -0.64 -1.67
N -1.77 -1.25 -0.87
C -2.07 -2.51 -0.36
C -3.01 -3.32 -1.12
C -3.79 -2.77 -2.06
C -3.71 -1.34 -2.33
H -5.28 1.27 -3.89
H -4.17 3.44 -3.24
H -2.29 4.59 -2.08
H -0.61 3.20 -0.86
H -1.19 -3.03 0.00
H -3.08 -4.37 -0.89
H -4.48 -3.38 -2.61
C 1.64 -2.53 3.69
As 1.11 -2.61 1.80
C 0.36 -4.42 1.91
C 2.79 -3.17 0.95
C 3.88 -3.59 1.71
C 5.04 -4.05 1.10
C 5.11 -4.10 -0.29
C 4.03 -3.68 -1.05
C 2.87 -3.22 -0.45
As 1.33 -2.64 -1.53
C 2.18 -2.37 -3.26
C 0.61 -4.43 -1.93
H 1.80 -3.54 4.08
H 0.81 -2.09 4.24
H 2.53 -1.94 3.85
H 1.12 -5.07 2.35
H 0.09 -4.81 0.94
H -0.52 -4.40 2.55
H 3.84 -3.56 2.79
H 5.87 -4.39 1.70
H 6.00 -4.48 -0.77
H 4.10 -3.72 -2.13
H 2.55 -3.31 -3.67
H 2.98 -1.65 -3.19
H 1.40 -1.98 -3.92
H 1.40 -5.03 -2.38
H -0.22 -4.33 -2.63
H 0.26 -4.93 -1.04
Te -3.03 -1.82 1.71
C -3.71 -3.38 2.94
C -4.74 -4.25 2.76
C -4.99 -5.08 3.89
C -4.15 -4.81 4.93
S -3.05 -3.57 4.52
H -5.31 -4.30 1.84
H -5.77 -5.83 3.93
H -4.12 -5.27 5.90
C 2.70 -0.41 -6.27
O 2.25 0.52 -5.29
C 0.92 0.69 -5.14
C -0.03 -0.20 -5.63
C -1.39 0.09 -5.54
C -1.81 1.29 -4.99
C -0.87 2.17 -4.48
C 0.49 1.87 -4.53
N 1.40 2.89 -4.13
C 2.65 2.83 -3.70
C 3.31 1.83 -2.98
C 4.74 1.86 -3.00
C 5.49 0.98 -2.30
C 4.83 0.04 -1.46
C 3.47 0.02 -1.37
C 2.62 0.88 -2.14
O 1.36 0.88 -2.02
H 3.78 -0.28 -6.33
H 2.25 -0.20 -7.24
H 2.48 -1.44 -5.98
H 0.28 -1.12 -6.10
H -2.11 -0.61 -5.94
H -2.86 1.55 -4.97
H -1.18 3.11 -4.05
H 1.08 3.81 -4.37
H 3.22 3.73 -3.91
H 5.22 2.60 -3.63
H 6.57 0.99 -2.36
H 5.41 -0.66 -0.87
H 2.97 -0.67 -0.70
```

## Properties
Charge: +1
Energy relative to the best compared isomer or geometry (same formula, charge and spin) (kJ/mol): 136.51
M (Da): 1445.8
Electronic energy (hartree): -14515.4072
Frontier orbital gap (eV): 5.4